1.
An isolated molecule of C8H10O2 in a non-equilibrium geometry. Source: the Open Molecules 2025 dataset; level of theory: ωB97M-V/def2-TZVPD.

As for the energy above the lowest of the compared OMol25 structures with the same formula, charge and spin: 156.1 kJ/mol. The orbital gap comes out at 9.1 eV. Its structure (SMILES) is CC(=O)c1cc(C)oc1C. For the largest force on an atom, the calculation gives 3.45 eV/A. As for the HOMO energy: -8.4 eV.

Last column: natural (NBO) charge in e.
Cartesian coordinates (Å):
C (2.848, 0.074, 0.052)  -0.713
C (1.826, -0.981, -0.036)  0.551
C (0.463, -0.493, -0.011)  -0.246
C (-0.602, -1.467, -0.037)  -0.273
C (-1.748, -0.672, 0.000)  0.287
C (-3.179, -0.987, 0.023)  -0.660
C (-0.097, 0.788, -0.130)  0.328
C (0.324, 2.186, -0.005)  -0.678
H (2.678, 0.748, -0.795)  0.230
H (2.803, 0.660, 0.996)  0.235
H (3.956, -0.237, -0.042)  0.239
H (-0.542, -2.535, -0.090)  0.250
H (-3.296, -2.110, 0.410)  0.232
H (-3.735, -0.332, 0.809)  0.230
H (-3.696, -0.835, -0.976)  0.232
H (0.934, 2.566, -0.891)  0.229
H (-0.515, 2.881, 0.046)  0.248
H (0.994, 2.317, 0.865)  0.234
O (2.071, -2.192, -0.082)  -0.544
O (-1.486, 0.623, -0.106)  -0.412


2.
An isolated molecule of C4H7NO2. Source: the Open Molecules 2025 dataset; level of theory: ωB97M-V/def2-TZVPD.

As for the energy above the lowest of the compared OMol25 structures with the same formula, charge and spin: 343.1 kJ/mol. The orbital gap comes out at 10.8 eV. Its structure (SMILES) is C/C(=N\O)[C@H]1CO1. For the largest force on an atom, the calculation gives 0.64 eV/A. As for the HOMO energy: -9.9 eV.

Last column: natural (NBO) charge in e.
Cartesian coordinates (Å):
C (-1.289, -1.113, -0.184)  -0.686
C (-0.386, 0.081, -0.095)  0.191
N (-0.712, 1.197, 0.432)  -0.126
O (-2.018, 1.165, 0.900)  -0.574
C (0.989, -0.001, -0.675)  0.015
C (2.168, 0.363, 0.104)  -0.095
O (1.829, -1.001, -0.111)  -0.487
H (-2.135, -0.904, -0.848)  0.237
H (-0.744, -1.985, -0.551)  0.230
H (-1.708, -1.339, 0.802)  0.244
H (-2.132, 2.047, 1.276)  0.479
H (1.041, 0.055, -1.765)  0.194
H (3.068, 0.708, -0.405)  0.184
H (2.031, 0.726, 1.121)  0.193


3.
A cluster of 2 separate species, Cl2FPS in total in a non-equilibrium geometry. Source: the Open Molecules 2025 dataset; level of theory: ωB97M-V/def2-TZVPD.

As for the energy above the lowest of the compared OMol25 structures with the same formula, charge and spin: 460.2 kJ/mol. The orbital gap comes out at 6.2 eV. For the largest force on an atom, the calculation gives 2.88 eV/A. As for the HOMO energy: -10.1 eV.

Last column: natural (NBO) charge in e.
Cartesian coordinates (Å):
F (0.031, -0.335, 2.680)  -0.628
P (-0.007, 0.115, -0.238)  1.055
S (1.184, 1.539, -0.728)  -0.213
Cl (-1.810, 0.301, -0.886)  -0.105
Cl (0.602, -1.620, -0.828)  -0.109


4.
A cluster of 2 separate species, C18H30N3O3 in total in a non-equilibrium geometry. Source: the Open Molecules 2025 dataset; level of theory: ωB97M-V/def2-TZVPD.

The net charge is +1. As for the energy above the lowest of the compared OMol25 structures with the same formula, charge and spin: 0.0 kJ/mol. The orbital gap comes out at 7.6 eV. For the largest force on an atom, the calculation gives 2.26 eV/A. As for the HOMO energy: -11.3 eV.

Last column: natural (NBO) charge in e.
Cartesian coordinates (Å):
O (1.102, -5.653, -0.361)  -0.608
O (3.152, -2.825, 2.810)  -0.614
O (-3.746, -0.756, -1.928)  -0.673
C (1.599, -4.541, -0.406)  0.675
C (3.218, -2.337, 1.691)  0.655
C (-1.371, -0.702, -1.674)  -0.228
C (-2.797, -1.325, 0.207)  -0.278
C (-0.230, -0.875, -0.868)  -0.236
C (-1.652, -1.497, 1.012)  -0.183
C (-2.654, -0.934, -1.141)  0.284
C (-0.365, -1.279, 0.477)  -0.050
N (4.367, -1.779, 1.296)  -0.609
N (1.451, -3.699, 0.615)  -0.610
C (2.377, -4.120, -1.636)  -0.714
C (4.679, -1.155, 0.012)  -0.416
C (-3.361, 2.686, -0.525)  -0.407
C (-2.908, 2.496, 0.928)  -0.400
C (-2.720, 3.926, -1.157)  -0.397
C (-1.379, 2.464, 1.034)  -0.425
C (-1.192, 3.873, -1.045)  -0.425
C (0.870, -1.443, 1.350)  -0.406
C (-0.767, 3.725, 0.419)  -0.065
C (1.980, -2.340, 0.772)  -0.127
N (0.698, 3.630, 0.488)  -0.656
H (-4.494, -1.280, -1.633)  0.494
H (-1.278, -0.418, -2.712)  0.224
H (-3.779, -1.504, 0.618)  0.223
H (0.748, -0.717, -1.297)  0.205
H (-1.764, -1.817, 2.040)  0.225
H (5.114, -1.855, 1.973)  0.416
H (0.964, -4.093, 1.406)  0.419
H (3.404, -3.902, -1.353)  0.216
H (2.371, -4.944, -2.349)  0.259
H (1.901, -3.253, -2.088)  0.215
H (4.042, -0.285, -0.151)  0.178
H (4.544, -1.869, -0.802)  0.204
H (5.722, -0.833, 0.010)  0.229
H (-3.090, 1.805, -1.112)  0.216
H (-4.453, 2.778, -0.560)  0.233
H (-3.302, 3.314, 1.542)  0.206
H (-3.323, 1.561, 1.319)  0.239
H (-3.096, 4.826, -0.657)  0.207
H (-3.011, 3.990, -2.211)  0.237
H (-1.095, 2.383, 2.089)  0.218
H (-1.005, 1.574, 0.518)  0.224
H (-0.770, 4.790, -1.468)  0.219
H (-0.818, 3.028, -1.634)  0.212
H (1.288, -0.451, 1.525)  0.196
H (0.572, -1.841, 2.322)  0.236
H (-1.131, 4.599, 0.979)  0.229
H (2.263, -1.946, -0.199)  0.206
H (1.119, 4.467, 0.082)  0.443
H (0.993, 3.544, 1.462)  0.444
H (1.010, 2.811, -0.031)  0.442


5.
A cluster of 2 separate species, C4H14N2O2 in total in a non-equilibrium geometry. Source: the Open Molecules 2025 dataset; level of theory: ωB97M-V/def2-TZVPD.

As for the energy above the lowest of the compared OMol25 structures with the same formula, charge and spin: 401.4 kJ/mol. The orbital gap comes out at 9.5 eV. Its structure (SMILES) is NC[C@H](N)CCO.O. For the largest force on an atom, the calculation gives 6.28 eV/A. As for the HOMO energy: -8.8 eV.

Last column: natural (NBO) charge in e.
Cartesian coordinates (Å):
N (1.351, 0.595, -1.832)  -0.848
C (0.602, 0.241, -0.633)  -0.093
C (0.396, -1.216, -0.556)  -0.480
C (0.594, -1.517, 0.972)  -0.072
O (1.864, -1.044, 1.606)  -0.733
C (-0.832, 0.912, -0.442)  -0.228
N (-0.794, 2.238, -1.012)  -0.843
H (1.753, 1.522, -1.969)  0.385
H (0.755, 0.345, -2.809)  0.339
H (1.315, 0.581, 0.258)  0.228
H (1.182, -1.815, -1.147)  0.222
H (-0.383, -1.904, -1.051)  0.237
H (0.834, -2.649, 0.987)  0.164
H (-0.165, -1.252, 1.657)  0.193
H (2.556, -1.159, 0.896)  0.462
H (-1.088, 0.918, 0.795)  0.160
H (-1.617, 0.323, -0.677)  0.173
H (-1.025, 2.959, -0.239)  0.364
H (-1.537, 2.292, -1.679)  0.356
H (-2.185, 0.467, 1.768)  0.477
H (-1.852, -0.856, 2.581)  0.466
O (-1.722, 0.018, 2.526)  -0.930


6.
A cluster of 2 separate species, C3H12N2 in total in a non-equilibrium geometry. Source: the Open Molecules 2025 dataset; level of theory: ωB97M-V/def2-TZVPD.

As for the energy above the lowest of the compared OMol25 structures with the same formula, charge and spin: 211.8 kJ/mol. The orbital gap comes out at 9.2 eV. Its structure (SMILES) is CNC.CN. For the largest force on an atom, the calculation gives 4.84 eV/A. As for the HOMO energy: -8.2 eV.

Last column: natural (NBO) charge in e.
Cartesian coordinates (Å):
C (-2.496, -4.148, -0.955)  -0.409
N (-3.076, -3.880, -2.302)  -0.846
H (-1.550, -4.553, -1.183)  0.186
H (-3.132, -4.635, -0.280)  0.195
H (-2.197, -3.130, -0.438)  0.175
H (-2.842, -2.926, -2.702)  0.356
H (-2.514, -4.492, -3.003)  0.343
C (1.597, 3.044, -0.304)  -0.406
N (1.902, 3.276, 1.159)  -0.687
C (1.957, 2.229, 2.281)  -0.421
H (2.494, 2.749, -0.927)  0.190
H (0.691, 2.338, -0.375)  0.187
H (1.384, 4.108, -0.553)  0.209
H (1.743, 4.147, 1.661)  0.374
H (1.429, 1.222, 2.142)  0.188
H (1.592, 2.681, 3.190)  0.191
H (3.019, 1.969, 2.590)  0.176


> Which of these has the lowest largest force on an atom?

C4H7NO2


Repeat the fifth record exactly.
A cluster of 2 separate species, C4H14N2O2 in total in a non-equilibrium geometry. Source: the Open Molecules 2025 dataset; level of theory: ωB97M-V/def2-TZVPD.

As for the energy above the lowest of the compared OMol25 structures with the same formula, charge and spin: 401.4 kJ/mol. The orbital gap comes out at 9.5 eV. Its structure (SMILES) is NC[C@H](N)CCO.O. For the largest force on an atom, the calculation gives 6.28 eV/A. As for the HOMO energy: -8.8 eV.

Last column: natural (NBO) charge in e.
Cartesian coordinates (Å):
N (1.351, 0.595, -1.832)  -0.848
C (0.602, 0.241, -0.633)  -0.093
C (0.396, -1.216, -0.556)  -0.480
C (0.594, -1.517, 0.972)  -0.072
O (1.864, -1.044, 1.606)  -0.733
C (-0.832, 0.912, -0.442)  -0.228
N (-0.794, 2.238, -1.012)  -0.843
H (1.753, 1.522, -1.969)  0.385
H (0.755, 0.345, -2.809)  0.339
H (1.315, 0.581, 0.258)  0.228
H (1.182, -1.815, -1.147)  0.222
H (-0.383, -1.904, -1.051)  0.237
H (0.834, -2.649, 0.987)  0.164
H (-0.165, -1.252, 1.657)  0.193
H (2.556, -1.159, 0.896)  0.462
H (-1.088, 0.918, 0.795)  0.160
H (-1.617, 0.323, -0.677)  0.173
H (-1.025, 2.959, -0.239)  0.364
H (-1.537, 2.292, -1.679)  0.356
H (-2.185, 0.467, 1.768)  0.477
H (-1.852, -0.856, 2.581)  0.466
O (-1.722, 0.018, 2.526)  -0.930


> orbital gap of number 6 (C3H12N2)?

9.2 eV